1.
106
Properties=species:S:1:pos:R:3:forces:R:3 method="wB97M-V/def2-TZVPD" de_lowest_kcal_mol=77.9 charge=-1 energy_ev=-105470.10731 homo_ha=-0.1371 gap_ev=3.252
Ba 0.234 0.144 -0.412 0.409 4.704 2.135
C -3.077 3.517 0.573 0.017 -0.034 -0.148
C -1.814 3.729 -0.278 -0.058 -0.036 0.188
C -0.501 3.271 0.395 -0.060 0.008 -0.259
N 0.298 2.563 -0.576 0.322 2.039 -0.589
C 1.262 3.131 -1.233 -0.162 0.247 -0.034
C 1.860 4.391 -0.899 0.074 0.176 0.078
C 2.504 5.310 -1.681 -0.185 -0.159 -0.026
C 2.729 5.283 -3.064 0.083 0.043 -0.292
C 2.555 4.186 -3.885 0.093 0.280 0.222
C 2.223 2.877 -3.560 -0.169 -0.301 0.055
C 1.817 2.291 -2.333 0.349 0.250 -0.478
N 1.773 1.002 -2.096 0.846 0.399 -0.795
C 2.267 0.058 -3.070 -0.215 0.244 -0.183
C 1.171 -0.370 -4.060 0.055 -0.120 0.097
C 0.132 -1.328 -3.454 0.001 0.243 -0.200
N -0.753 -0.729 -2.472 -0.857 -0.763 -1.129
C -1.941 -0.312 -2.827 0.108 -0.286 -0.169
C -2.337 -0.140 -4.187 0.028 0.125 -0.156
C -3.579 -0.041 -4.780 -0.023 -0.084 0.181
C -4.841 -0.186 -4.218 -0.156 -0.012 -0.107
C -5.101 -0.338 -2.861 0.134 0.116 -0.118
C -4.251 -0.202 -1.785 -0.079 -0.157 0.089
C -2.848 0.048 -1.694 -0.250 0.209 0.208
N -2.256 0.473 -0.606 -1.197 0.049 -0.410
C -3.065 0.926 0.515 -0.167 -0.017 -0.185
C -3.844 2.230 0.247 0.144 0.068 0.170
H -3.761 4.356 0.419 -0.005 -0.002 0.057
H -2.811 3.520 1.636 -0.023 0.054 0.014
H -1.715 4.782 -0.548 0.017 -0.007 -0.029
H -1.917 3.168 -1.209 0.009 0.033 -0.027
H -0.736 2.563 1.200 -0.001 0.066 0.132
H 0.003 4.128 0.848 -0.003 -0.097 0.177
H 1.794 4.634 0.153 0.012 0.000 0.015
H 2.846 6.203 -1.166 -0.029 -0.011 0.050
H 3.106 6.190 -3.523 0.005 -0.014 0.012
H 2.774 4.353 -4.936 0.009 -0.030 -0.010
H 2.264 2.186 -4.395 0.015 0.007 0.009
H 2.607 -0.830 -2.521 0.087 -0.044 -0.107
H 3.125 0.455 -3.627 0.065 -0.069 0.061
H 1.639 -0.873 -4.913 -0.035 0.006 -0.023
H 0.661 0.524 -4.427 0.042 0.003 -0.073
H 0.675 -2.126 -2.934 0.024 -0.065 -0.119
H -0.443 -1.786 -4.270 0.015 -0.085 0.064
H -1.505 -0.060 -4.875 0.002 -0.001 0.016
H -3.563 0.117 -5.855 0.040 -0.005 -0.010
H -5.690 -0.186 -4.892 0.012 -0.015 0.009
H -6.139 -0.529 -2.603 -0.001 0.020 0.031
H -4.739 -0.298 -0.821 0.002 0.078 -0.005
H -2.394 1.086 1.364 -0.034 -0.056 0.040
H -3.774 0.143 0.825 0.056 0.003 0.088
H -4.762 2.221 0.844 -0.016 -0.034 -0.027
H -4.143 2.248 -0.803 -0.058 -0.010 0.007
C 3.393 -2.146 4.093 -0.010 0.056 -0.009
C 2.988 -0.855 3.793 0.109 -0.047 0.062
C 1.661 -0.602 3.477 -0.186 0.016 -0.071
C 0.734 -1.642 3.449 -0.069 0.016 0.048
C 1.150 -2.941 3.745 0.039 0.014 -0.003
C 2.474 -3.189 4.067 -0.033 -0.104 0.008
P -0.989 -1.235 2.985 -0.066 -0.021 0.619
C -1.892 -1.436 4.576 -0.046 0.071 -0.126
C -1.282 -1.715 5.796 0.014 -0.066 -0.068
C -2.040 -1.800 6.955 -0.026 0.015 0.072
C -3.412 -1.604 6.913 0.011 -0.004 -0.005
C -4.027 -1.304 5.705 -0.071 0.001 0.010
C -3.270 -1.207 4.550 0.093 -0.015 -0.086
C -1.460 -2.794 2.125 0.493 0.385 -0.517
C -2.431 -3.715 2.473 -0.096 -0.162 0.030
C -2.686 -4.802 1.645 0.096 0.152 0.000
C -1.972 -4.994 0.462 -0.099 -0.154 0.029
C -0.993 -4.100 0.095 0.347 0.314 -0.140
C -0.743 -2.992 0.915 -0.941 -1.137 0.743
H 4.428 -2.345 4.338 0.005 0.008 -0.014
H 3.703 -0.045 3.783 -0.019 0.026 -0.044
H 1.351 0.407 3.226 0.095 0.021 -0.012
H 0.439 -3.759 3.717 0.010 -0.007 0.016
H 2.793 -4.199 4.292 -0.003 0.007 0.004
H -0.212 -1.866 5.843 0.016 0.002 0.002
H -1.556 -2.015 7.900 0.021 0.000 -0.018
H -4.000 -1.671 7.820 0.008 0.006 0.000
H -5.096 -1.129 5.670 0.012 0.000 -0.021
H -3.742 -0.949 3.607 -0.051 0.019 0.037
H -2.991 -3.599 3.391 -0.004 0.047 0.032
H -3.457 -5.510 1.921 0.006 -0.013 0.013
H -2.193 -5.844 -0.169 0.001 0.014 -0.010
H -0.433 -4.210 -0.825 -0.025 0.014 -0.008
O 0.889 -2.062 -0.323 -0.010 -3.865 1.340
N 0.111 -1.963 0.634 1.206 -2.346 -0.577
S 2.857 4.845 6.433 -0.011 0.146 0.252
C 2.903 4.431 4.825 -0.113 -0.061 -0.309
S 3.305 2.813 4.320 -0.084 0.413 -0.485
C 3.044 3.248 2.589 -0.082 0.088 0.997
N 2.687 4.488 2.495 -0.039 0.293 -0.441
N 2.623 5.155 3.709 0.248 -0.446 0.331
C 2.210 6.514 3.609 -0.125 0.191 -0.130
C 2.460 7.469 4.594 0.063 -0.147 -0.033
C 2.007 8.770 4.425 -0.020 0.018 -0.038
C 1.320 9.145 3.283 -0.012 0.072 0.008
C 1.104 8.205 2.286 0.007 0.016 0.059
C 1.546 6.903 2.442 -0.046 -0.080 0.049
S 3.242 2.130 1.353 0.069 -0.571 -0.169
H 3.003 7.202 5.481 0.014 -0.081 0.091
H 2.200 9.498 5.203 0.021 -0.024 0.013
H 0.963 10.161 3.168 0.018 -0.009 -0.011
H 0.585 8.486 1.378 0.001 -0.042 -0.013
H 1.386 6.174 1.664 -0.023 0.012 -0.005

2.
90
Properties=species:S:1:pos:R:3:forces:R:3 method="wB97M-V/def2-TZVPD" charge=+1 energy_ev=-102590.64604 homo_ha=-0.4407 gap_ev=9.414
C 2.407 2.181 1.521 -0.105 -0.650 0.471
C 1.534 2.045 2.778 -0.062 0.737 -0.306
O 0.478 1.104 2.642 -0.015 -0.108 -0.172
C 0.937 -0.230 2.659 -0.096 0.101 0.384
C -0.255 -1.166 2.592 0.507 -0.118 -0.285
C -0.725 -1.347 1.164 -0.631 1.196 -0.853
C -0.859 -0.028 0.376 1.317 -0.633 1.699
N -1.746 -0.293 -0.811 -0.729 1.566 0.740
C -2.782 0.838 -0.692 -1.113 -0.230 -0.143
C -3.885 0.642 0.332 -0.095 1.147 0.047
C -4.824 1.878 0.217 0.028 -0.998 -0.242
C -5.503 2.262 1.531 0.285 0.109 -0.787
S -7.149 1.597 1.664 -0.508 1.318 0.681
O -7.891 1.972 0.508 0.278 -0.618 -0.537
O -7.679 1.971 2.931 0.262 -0.461 0.288
Cl -6.796 -0.409 1.680 -0.085 -0.070 -0.095
C -1.104 -0.105 -2.166 0.945 0.274 -0.630
C -0.265 1.138 -2.299 0.528 0.305 0.273
C -0.828 2.358 -2.673 0.114 0.341 0.041
C -0.061 3.516 -2.794 -0.085 -0.551 0.136
C 1.306 3.460 -2.561 -0.274 -0.214 0.018
C 1.891 2.246 -2.233 -0.542 -0.154 -0.012
C 1.130 1.078 -2.095 0.207 0.194 0.071
C 1.875 -0.199 -1.758 -0.341 0.287 -0.735
C -2.350 -1.640 -0.540 -0.624 -1.541 -0.528
P -1.600 -3.116 -1.489 0.919 -0.099 -0.538
O -2.047 -2.789 -3.026 -0.259 0.259 0.549
Cl -2.944 -4.574 -0.968 -0.200 0.356 0.067
C -2.070 -2.022 0.894 1.388 -1.138 0.360
F -3.079 -1.784 1.785 -0.140 0.694 0.098
H 3.439 1.951 1.769 0.205 0.172 -0.144
H 2.086 1.437 0.794 -0.011 0.005 -0.224
H 2.314 3.159 1.070 0.102 0.174 -0.076
H 2.132 1.837 3.664 0.082 -0.270 0.071
H 1.046 3.000 2.952 -0.194 0.041 0.153
H 1.499 -0.410 3.570 0.009 -0.023 0.221
H 1.644 -0.428 1.845 0.037 -0.018 -0.150
H -1.031 -0.800 3.257 -0.180 -0.036 0.031
H 0.113 -2.129 2.940 -0.260 -0.208 0.234
H 0.039 -1.892 0.606 -0.082 -0.556 0.117
H 0.140 0.320 0.157 -0.131 0.276 -0.781
H -1.245 0.713 1.066 -0.553 0.227 -0.383
H -2.270 1.757 -0.446 0.510 -0.024 -0.085
H -3.252 1.008 -1.657 0.080 -0.354 -0.287
H -4.498 -0.229 0.155 0.179 -0.330 0.199
H -3.484 0.655 1.341 0.108 -0.462 0.129
H -4.293 2.714 -0.231 0.050 0.291 0.271
H -5.596 1.605 -0.501 -0.141 0.253 -0.167
H -5.692 3.332 1.516 -0.202 0.157 0.247
H -4.924 2.013 2.412 -0.092 -0.120 0.201
H -1.868 -0.087 -2.936 -0.419 -0.108 0.224
H -0.457 -0.938 -2.409 -0.046 -0.375 0.364
H -1.890 2.440 -2.861 -0.076 -0.114 -0.082
H -0.553 4.436 -3.064 0.036 0.169 -0.073
H 1.904 4.353 -2.643 0.117 0.067 -0.052
H 2.957 2.188 -2.081 0.153 0.006 0.016
H 2.921 -0.048 -1.994 0.257 -0.028 0.281
H 1.757 -0.514 -0.726 0.118 -0.089 0.158
H 1.557 -1.007 -2.415 -0.074 -0.238 0.068
H -3.407 -1.725 -0.783 -0.149 0.587 0.012
H -2.914 -2.360 -3.045 -0.129 -0.209 -0.438
H -1.868 -3.091 0.985 -0.321 -0.172 -0.166
C 0.366 -2.609 -6.668 0.003 0.000 0.003
C 1.166 -2.230 -7.736 -0.062 -0.007 0.096
C 1.767 -0.980 -7.746 0.071 -0.082 -0.180
C 1.556 -0.130 -6.677 -0.054 -0.128 -0.005
C 0.757 -0.486 -5.607 -0.130 -0.046 0.219
C 0.160 -1.736 -5.606 0.056 -0.016 -0.073
N 2.211 1.187 -6.672 0.086 0.089 -0.032
O 2.894 1.477 -7.628 0.009 0.013 -0.039
O 2.036 1.901 -5.703 -0.071 -0.009 0.104
H -0.096 -3.587 -6.660 -0.009 -0.001 -0.004
H 1.326 -2.908 -8.562 0.009 0.009 -0.018
H 2.391 -0.679 -8.574 0.029 0.103 0.051
H 0.606 0.201 -4.785 0.087 0.104 -0.072
H -0.466 -2.037 -4.777 -0.027 -0.012 0.006
C 4.630 -2.626 8.088 -0.002 0.012 -0.014
C 4.889 -1.265 8.183 -0.029 -0.111 -0.026
C 4.743 -0.451 7.073 0.056 0.160 0.132
C 4.333 -1.019 5.880 0.011 -0.103 0.117
C 4.076 -2.373 5.764 -0.068 -0.172 -0.088
C 4.227 -3.179 6.879 0.023 0.063 0.089
N 4.158 -0.155 4.707 0.071 0.038 -0.050
O 4.406 1.026 4.826 -0.025 0.057 -0.001
O 3.762 -0.665 3.672 0.102 -0.069 0.016
H 4.741 -3.258 8.959 0.010 -0.005 0.002
H 5.204 -0.837 9.125 0.009 0.019 0.000
H 4.944 0.608 7.141 -0.029 0.015 -0.107
H 3.763 -2.798 4.822 0.015 0.098 -0.053
H 4.030 -4.240 6.807 0.001 -0.008 -0.017